No. 1
Molecular formula: C12H21MnN3O4
Method: DFT, ωB97M-V/def2-TZVPD

Computed properties:
Total charge: +2
HOMO (alpha / beta): -14.9 / -14.9 eV
Spin multiplicity: 6
Frontier orbital gap (alpha / beta): 8.80 / 8.41 eV
Total energy: -56750.5360 eV

Geometry (Å):
Mn (-0.12, -0.15, 0.01)
C (-1.41, 2.09, -1.23)
C (-1.73, 1.09, -2.30)
O (-1.01, -0.13, -2.00)
C (-1.70, -1.37, -2.30)
C (-1.36, -2.36, -1.23)
O (-1.67, -1.69, 0.01)
C (-1.38, -2.37, 1.25)
C (-1.70, -1.37, 2.32)
O (-1.00, -0.14, 2.02)
C (-1.71, 1.08, 2.32)
C (-1.39, 2.09, 1.25)
O (-1.66, 1.40, 0.01)
H (-2.05, 2.97, -1.33)
H (-0.37, 2.42, -1.27)
H (-1.44, 1.47, -3.28)
H (-2.80, 0.87, -2.30)
H (-1.40, -1.74, -3.28)
H (-2.77, -1.17, -2.30)
H (-0.29, -2.63, -1.25)
H (-1.94, -3.27, -1.35)
H (-0.32, -2.67, 1.27)
H (-1.98, -3.27, 1.36)
H (-1.39, -1.75, 3.30)
H (-2.77, -1.17, 2.34)
H (-1.42, 1.45, 3.30)
H (-2.78, 0.87, 2.32)
H (-0.33, 2.39, 1.29)
H (-2.00, 2.98, 1.36)
N (4.76, 2.15, -0.24)
C (4.06, 1.02, -0.11)
C (2.65, 1.01, -0.09)
N (1.99, -0.14, 0.05)
C (2.68, -1.29, 0.17)
C (4.06, -1.25, 0.15)
N (4.74, -0.12, 0.01)
H (4.33, 3.05, -0.36)
H (5.77, 2.09, -0.25)
H (2.08, 1.92, -0.18)
H (2.13, -2.21, 0.28)
H (4.63, -2.16, 0.24)

---

No. 2
Molecular formula: C40H46As2N5O8Se2Zn
Method: DFT, ωB97M-V/def2-TZVPD

Computed properties:
Total charge: +1
HOMO: -8.9 eV
Energy relative to the best compared isomer or geometry (same formula, charge and spin): 0.666 eV
Frontier orbital gap: 6.10 eV
Total energy: -366838.4936 eV

Geometry (Å):
Zn (-0.28, 0.29, 0.11)
C (3.73, -0.88, 1.60)
N (2.55, -0.88, 0.74)
C (2.95, -0.26, -0.53)
C (1.97, -2.17, 0.57)
C (2.42, -3.28, 1.29)
C (1.98, -4.57, 1.00)
C (1.13, -4.76, -0.07)
C (0.62, -3.67, -0.74)
C (0.92, -2.35, -0.36)
N (0.29, -1.24, -0.94)
C (-0.77, -1.44, -1.86)
C (-1.83, -2.32, -1.61)
C (-2.94, -2.39, -2.44)
C (-3.00, -1.58, -3.56)
C (-1.94, -0.73, -3.85)
C (-0.83, -0.64, -3.02)
N (0.23, 0.27, -3.26)
C (1.51, -0.39, -3.54)
C (-0.02, 1.30, -4.26)
H (4.48, -1.59, 1.23)
H (4.17, 0.11, 1.58)
H (3.49, -1.13, 2.63)
H (3.23, 0.77, -0.34)
H (3.82, -0.79, -0.96)
H (2.14, -0.29, -1.25)
H (3.14, -3.17, 2.08)
H (2.36, -5.40, 1.58)
H (0.86, -5.76, -0.40)
H (-0.05, -3.83, -1.57)
H (-1.77, -2.96, -0.74)
H (-3.74, -3.08, -2.21)
H (-3.84, -1.64, -4.24)
H (-1.99, -0.13, -4.75)
H (1.54, -0.76, -4.57)
H (2.33, 0.33, -3.41)
H (1.66, -1.22, -2.86)
H (-1.00, 1.75, -4.12)
H (0.74, 2.08, -4.16)
H (0.03, 0.91, -5.29)
Se (-2.69, -0.60, 0.85)
Se (-3.05, 1.01, 2.49)
C (-1.85, 2.41, 1.93)
C (-2.09, 3.65, 2.50)
C (-1.32, 4.73, 2.10)
C (-0.35, 4.54, 1.13)
C (-0.17, 3.27, 0.62)
N (-0.89, 2.21, 1.03)
C (-3.17, 0.58, -0.61)
C (-4.48, 0.87, -0.97)
C (-4.68, 1.85, -1.92)
C (-3.58, 2.51, -2.46)
C (-2.31, 2.14, -2.05)
N (-2.11, 1.17, -1.15)
H (-2.89, 3.77, 3.22)
H (-1.49, 5.71, 2.53)
H (0.25, 5.36, 0.76)
H (0.57, 3.07, -0.14)
H (-5.30, 0.34, -0.50)
H (-5.68, 2.11, -2.23)
H (-3.70, 3.30, -3.18)
H (-1.43, 2.62, -2.44)
C (-1.21, -4.44, 3.59)
O (-0.39, -3.45, 4.22)
C (-0.27, -2.29, 3.57)
O (-0.90, -2.02, 2.58)
C (0.68, -1.34, 4.22)
C (1.56, -1.72, 5.15)
As (2.75, -0.53, 6.15)
C (4.34, -1.67, 6.15)
C (3.20, 0.69, 4.69)
C (2.37, 1.11, 3.74)
As (0.56, 0.42, 3.38)
C (-0.22, 1.42, 4.90)
C (2.70, 2.24, 2.83)
O (2.37, 2.28, 1.66)
O (3.35, 3.22, 3.44)
C (3.74, 4.34, 2.63)
C (4.58, 1.22, 4.88)
O (5.02, 1.48, 5.98)
O (5.27, 1.29, 3.74)
C (6.60, 1.82, 3.83)
C (1.82, -3.17, 5.49)
O (2.54, -3.82, 4.79)
O (1.34, -3.66, 6.64)
C (0.36, -2.93, 7.37)
H (-1.33, -5.23, 4.33)
H (-0.71, -4.82, 2.70)
H (-2.17, -4.02, 3.31)
H (4.18, -2.47, 6.87)
H (5.18, -1.06, 6.49)
H (4.53, -2.10, 5.17)
H (0.31, 1.16, 5.82)
H (-1.28, 1.17, 5.01)
H (-0.12, 2.49, 4.72)
H (4.47, 4.89, 3.21)
H (2.87, 4.96, 2.42)
H (4.17, 4.00, 1.69)
H (6.77, 2.37, 2.91)
H (7.31, 1.00, 3.91)
H (6.70, 2.47, 4.69)
H (-0.05, -3.62, 8.10)
H (-0.44, -2.58, 6.71)
H (0.81, -2.08, 7.88)

---

No. 3
Molecular formula: C56H49FeO3P2SSe
Method: DFT, ωB97M-V/def2-TZVPD

Computed properties:
Total charge: +1
HOMO (alpha / beta): -9.4 / -9.5 eV
Energy relative to the best compared isomer or geometry (same formula, charge and spin): 0.000 eV
Spin multiplicity: 5
Frontier orbital gap (alpha / beta): 7.08 / 7.14 eV
Total energy: -194149.4538 eV

Geometry (Å):
Fe (-0.38, -0.97, 0.24)
O (2.72, -1.53, 1.63)
S (2.10, -0.60, 0.67)
C (3.16, -0.75, -0.75)
C (4.31, -1.36, -0.45)
C (5.33, -1.60, -1.44)
C (5.05, -1.25, -2.70)
C (5.85, -1.53, -3.98)
C (5.28, -0.51, -4.98)
C (4.05, 0.07, -4.32)
C (3.07, 0.92, -4.73)
C (1.97, 1.13, -3.84)
C (1.79, 0.54, -2.60)
P (0.03, 0.42, -2.01)
C (-0.74, 2.06, -2.50)
C (-0.28, 3.17, -1.85)
C (-0.67, 4.43, -2.26)
C (-1.50, 4.52, -3.41)
C (-1.96, 3.44, -4.12)
C (-1.58, 2.21, -3.61)
C (-0.76, -0.82, -3.07)
C (-2.14, -1.18, -2.93)
C (-2.72, -2.03, -3.87)
C (-2.01, -2.57, -4.92)
C (-0.61, -2.30, -5.09)
C (-0.02, -1.41, -4.16)
C (2.87, -0.27, -2.06)
C (3.92, -0.46, -3.01)
C (2.22, 1.14, 1.15)
C (3.03, 1.99, 0.44)
C (3.20, 3.39, 0.62)
C (2.57, 3.89, 1.71)
C (2.75, 5.26, 2.30)
C (2.10, 5.11, 3.74)
C (1.31, 3.78, 3.66)
C (0.41, 3.24, 4.47)
C (-0.02, 1.92, 4.18)
C (0.48, 1.15, 3.16)
P (-0.25, -0.43, 2.87)
C (-1.94, -0.35, 3.64)
C (-2.79, 0.73, 3.46)
C (-4.14, 0.66, 3.76)
C (-4.74, -0.51, 4.25)
C (-3.92, -1.60, 4.43)
C (-2.58, -1.55, 4.07)
C (0.62, -1.64, 3.82)
C (0.98, -1.34, 5.15)
C (1.73, -2.33, 5.85)
C (1.96, -3.59, 5.31)
C (1.48, -3.87, 4.04)
C (0.87, -2.90, 3.32)
C (1.46, 1.72, 2.23)
C (1.76, 3.05, 2.50)
H (4.54, -1.64, 0.56)
H (6.16, -2.25, -1.14)
H (5.61, -2.55, -4.27)
H (6.92, -1.44, -3.80)
H (4.98, -0.84, -5.97)
H (5.93, 0.35, -5.08)
H (2.98, 1.38, -5.66)
H (1.13, 1.69, -4.28)
H (0.43, 3.12, -1.04)
H (-0.33, 5.29, -1.73)
H (-1.83, 5.53, -3.77)
H (-2.69, 3.59, -4.93)
H (-2.05, 1.30, -3.98)
H (-2.67, -0.79, -2.12)
H (-3.78, -2.22, -3.75)
H (-2.44, -3.27, -5.65)
H (-0.06, -2.71, -5.93)
H (1.05, -1.24, -4.31)
H (3.43, 1.55, -0.51)
H (3.94, 3.90, 0.04)
H (2.22, 6.08, 1.90)
H (3.83, 5.48, 2.36)
H (1.45, 5.93, 3.98)
H (2.84, 5.06, 4.48)
H (0.05, 3.81, 5.35)
H (-0.74, 1.52, 4.85)
H (-2.37, 1.70, 3.16)
H (-4.65, 1.60, 3.66)
H (-5.78, -0.61, 4.43)
H (-4.36, -2.57, 4.75)
H (-2.01, -2.45, 4.18)
H (0.80, -0.33, 5.51)
H (2.08, -2.18, 6.84)
H (2.63, -4.31, 5.74)
H (1.78, -4.81, 3.63)
H (0.58, -3.02, 2.26)
C (-3.64, -0.82, 0.87)
O (-2.34, -0.27, 0.51)
H (-3.60, -1.56, 1.61)
H (-4.00, -1.36, -0.03)
H (-4.21, 0.03, 1.16)
H (-2.47, 0.58, 0.10)
C (-3.49, 3.48, 0.38)
O (-2.77, 2.40, -0.20)
H (-3.99, 4.09, -0.41)
H (-2.95, 4.13, 1.06)
H (-4.35, 3.03, 0.92)
H (-2.12, 2.71, -0.83)
Se (0.12, -3.29, -0.52)
C (-1.65, -4.02, -0.93)
C (-1.87, -4.88, -2.01)
C (-3.17, -5.39, -2.17)
C (-4.23, -5.14, -1.27)
C (-3.94, -4.36, -0.21)
C (-2.69, -3.73, -0.07)
H (-1.15, -5.19, -2.69)
H (-3.36, -6.02, -3.08)
H (-5.24, -5.50, -1.39)
H (-4.68, -4.11, 0.53)
H (-2.53, -3.14, 0.90)